[1]
This record from the OMol25 dataset describes C29H21AuClN2O2S2 as an isolated structure. The level of theory is ωB97M-V/def2-TZVPD.

The max |F| is 0.00851 hartree/bohr. For the energy above the lowest of the compared OMol25 structures with the same formula, charge and spin, the calculation gives 0.0 kJ/mol. As for the lowest unoccupied orbital energy: -4.05 eV. The value obtained for the frontier orbital gap is 6.57 eV. Its energy is -75368.5814 eV.

The geometry in ORCA input format:
```
! RIJCOSX wB97M-V def2-TZVPD def2/J DEFGRID3
* xyz 1 1
Au 1.6170 0.1433 0.5505
S -0.1690 -0.1305 -5.1440
C -1.0059 -0.2752 -6.6222
C -2.3520 -0.3373 -6.4375
C -2.7127 -0.2673 -5.0709
C -1.6365 -0.1581 -4.2318
C -1.6404 -0.0540 -2.7729
C -0.4341 -0.0369 -2.0394
N -0.3887 0.0816 -0.7293
C -1.5330 0.1955 -0.0293
C -2.7844 0.1696 -0.6528
C -3.9674 0.2919 0.1546
C -3.8852 0.4386 1.4929
C -2.6129 0.4800 2.1605
C -2.4778 0.6356 3.5458
C -1.2276 0.6698 4.1353
C -0.1177 0.5426 3.2749
N -0.2240 0.3957 1.9713
C -1.4445 0.3618 1.4009
C -1.0444 0.8330 5.5768
C -2.0082 0.9554 6.5413
C -1.4778 1.1007 7.8447
C -0.1173 1.0869 7.8559
S 0.5288 0.8979 6.2900
C -2.8129 0.0359 -2.0459
H -0.4592 -0.3068 -7.5505
H -3.0606 -0.4301 -7.2465
H -3.7376 -0.3025 -4.7305
H 0.5199 -0.1335 -2.5471
H -4.9316 0.2670 -0.3369
H -4.7826 0.5313 2.0913
H -3.3714 0.7305 4.1494
H 0.8897 0.5740 3.6729
H -3.0690 0.9432 6.3363
H -2.0792 1.2113 8.7343
H 0.5427 1.1791 8.7028
H -3.7717 0.0212 -2.5484
Cl 1.0524 -3.6211 -4.9555
C 1.6808 -2.8913 -3.5241
C 1.3018 -3.3789 -2.2827
C 1.8269 -2.8016 -1.1398
C 2.7178 -1.7270 -1.2196
C 3.2167 -1.0856 0.0102
C 3.0782 -1.2468 -2.4833
C 2.5726 -1.8285 -3.6303
H 0.6177 -4.2137 -2.2180
H 1.5537 -3.2013 -0.1696
H 4.1779 -0.6039 -0.0872
H 3.2045 -1.7627 0.8659
H 3.7648 -0.4119 -2.5587
H 2.8633 -1.4708 -4.6081
C 4.7592 2.8874 -0.0726
O 3.8966 1.7232 -0.1617
C 3.0682 1.5624 0.8566
O 2.9839 2.2581 1.8186
H 5.2838 2.9261 -1.0204
H 5.4564 2.7643 0.7529
H 4.1620 3.7826 0.0806
*
```

[2]
This record from the OMol25 dataset describes C20H18BrIrN2O2S as an isolated structure at a distorted geometry. The level of theory is ωB97M-V/def2-TZVPD.

The max |F| is 0.02632 hartree/bohr. For the energy above the lowest of the compared OMol25 structures with the same formula, charge and spin, the calculation gives 47.5 kJ/mol. As for the lowest unoccupied orbital energy: -7.43 eV. The value obtained for the frontier orbital gap is 6.73 eV. Its energy is -111808.1542 eV.

The geometry in ORCA input format:
```
! RIJCOSX wB97M-V def2-TZVPD def2/J DEFGRID3
* xyz 2 1
Ir -0.7858 -0.2215 0.1320
Br 3.6725 -6.0380 0.0109
C 2.3107 -4.7607 -0.1420
C 0.9819 -5.1816 -0.3242
C -0.0431 -4.2689 -0.4450
C 0.2300 -2.9085 -0.3540
O -0.7898 -2.0421 -0.4245
C 1.5652 -2.4691 -0.2028
C 1.9148 -1.1006 -0.1913
N 1.1013 -0.0834 -0.3182
C 1.5793 1.2686 -0.3791
C 2.8806 1.6612 -0.5530
C 3.2050 3.0342 -0.5662
C 2.2370 3.9929 -0.4450
C 0.8797 3.6148 -0.3212
C -0.2003 4.5269 -0.2563
C -1.4838 4.0609 -0.1795
C -1.7111 2.6766 -0.1468
N -0.7223 1.8038 -0.1906
C 0.5687 2.2474 -0.2868
C 2.6032 -3.4247 -0.0911
H 0.7657 -6.2408 -0.3656
H -1.0659 -4.5841 -0.6003
H 2.9705 -0.8713 -0.0886
H 3.6732 0.9409 -0.7023
H 4.2402 3.3218 -0.6856
H 2.4936 5.0441 -0.4624
H -0.0001 5.5911 -0.2815
H -2.3287 4.7336 -0.1512
H -2.7165 2.2772 -0.0985
H 3.6285 -3.0960 0.0214
O -0.8290 0.4062 2.0229
S 0.4328 0.4816 2.9501
C -0.2502 0.1147 4.5779
C -0.7417 1.4413 5.1422
C 0.3449 2.4519 4.7838
C 0.6228 2.2566 3.2908
H 0.5965 -0.2839 5.1428
H -0.9956 -0.6701 4.4570
H -0.9011 1.3639 6.2162
H -1.6913 1.7173 4.6806
H 1.2489 2.2622 5.3644
H 0.0377 3.4780 4.9791
H 1.6137 2.5699 2.9648
H -0.1360 2.7310 2.6651
*
```

[3]
This record from the OMol25 dataset describes C36H34F7N5O5PSSr as an isolated structure. The level of theory is ωB97M-V/def2-TZVPD.

The max |F| is 0.01132 hartree/bohr. For the energy above the lowest of the compared OMol25 structures with the same formula, charge and spin, the calculation gives 193.5 kJ/mol. As for the lowest unoccupied orbital energy (spin up / spin down): -2.02 / -2.02 eV. The expectation value of S² is 0.79. The value obtained for the frontier orbital gap (spin up / spin down) is 4.12 / 4.47 eV. Its energy is -95560.1625 eV.

The geometry in ORCA input format:
```
! RIJCOSX wB97M-V def2-TZVPD def2/J DEFGRID3
* xyz 0 2
Sr -0.2110 0.3053 0.2359
C 0.3345 -0.8342 -2.6881
C -0.0425 -2.1642 -2.1888
C -1.3788 -2.2365 -2.1130
C -1.9812 -0.9351 -2.5631
C -0.7734 -0.1008 -2.8842
H 1.3537 -0.5096 -2.8384
H 0.6694 -2.9274 -1.9099
H -1.9580 -3.0803 -1.7688
H -2.5779 -1.0732 -3.4730
H -0.8292 0.9215 -3.2355
O -2.1161 3.1766 -2.8480
S -2.5927 2.6686 -1.5774
O -3.6838 3.4128 -0.9833
N -1.3573 2.4488 -0.5628
C -0.8429 3.5891 0.0510
C -1.4452 4.8477 0.0176
C -0.9782 5.9536 0.7374
C 0.1365 5.8807 1.5200
C 0.8550 4.6720 1.5273
C 2.0758 4.5648 2.2274
C 2.8265 3.4273 2.1571
C 2.3360 2.3707 1.3770
N 1.1929 2.4253 0.7409
C 0.4102 3.5377 0.7832
C -3.3388 1.0764 -1.9186
C -4.4404 1.2238 -2.7196
C -5.3480 0.1770 -2.9268
C -5.2366 -1.0094 -2.1553
C -4.1420 -1.2157 -1.3942
C -2.9503 -0.3046 -1.4953
H -2.3462 4.9822 -0.5546
H -1.5383 6.8778 0.6660
H 0.4991 6.7227 2.0959
H 2.4121 5.4202 2.8025
H 3.7763 3.3348 2.6670
H 2.9009 1.4498 1.2643
H -4.6528 2.1975 -3.1430
H -6.2012 0.3319 -3.5724
H -6.0525 -1.7210 -2.1436
H -4.0533 -2.0722 -0.7383
H -2.4584 -0.3802 -0.5300
C 5.1477 -4.0422 4.9600
C 5.4745 -2.7487 4.2263
N 4.2824 -2.0300 3.7898
C 3.8571 -2.1782 2.5022
C 2.7526 -1.6163 1.9586
C 2.5316 -1.8566 0.4588
O 3.1051 -2.8294 -0.0293
O 1.8077 -1.0020 -0.1272
C 1.8933 -0.8211 2.7981
O 0.8269 -0.3026 2.4810
C 2.3640 -0.6545 4.1925
C 1.5946 0.1321 5.0462
C 1.9993 0.3287 6.3364
F 1.2793 1.1402 7.1462
C 3.1480 -0.2803 6.8430
C 3.9068 -1.0742 6.0006
C 3.5400 -1.2576 4.6606
N 3.5733 -0.1226 8.1957
C 4.7429 0.6957 8.4589
C 5.5464 -0.0006 9.5717
N 4.5896 -0.8870 10.3234
C 3.3021 -0.1677 10.5960
C 2.5800 0.0257 9.2482
H 6.0656 -4.5450 5.2668
H 4.5910 -4.7136 4.3068
H 4.5385 -3.8585 5.8460
H 6.0581 -2.9650 3.3335
H 6.0850 -2.0828 4.8396
H 4.4666 -2.8063 1.8631
H 0.6864 0.5812 4.6609
H 4.7729 -1.5741 6.4132
H 4.4666 1.7131 8.7648
H 5.3504 0.7780 7.5618
H 5.9819 0.6972 10.2842
H 6.3278 -0.6448 9.1731
H 5.0136 -1.2389 11.1797
H 4.3707 -1.6762 9.7103
H 3.5717 0.7784 11.0617
H 2.7148 -0.7507 11.3009
H 2.0899 1.0022 9.2591
H 1.8092 -0.7314 9.1093
F -1.7289 -1.3422 1.3219
P -2.7928 -1.0820 2.6013
F -3.7889 -0.8045 3.8150
F -1.7431 -1.8291 3.5676
F -2.0111 0.3230 2.8537
F -3.7641 -0.3247 1.5627
F -3.4911 -2.4840 2.2499
*
```

Question: Which formula does entry 2 have?
Answer: C20H18BrIrN2O2S